# 1
Below is C36H36F11N4O6PS3W as an isolated structure, with properties calculated with the ωB97M-V functional and the def2-TZVPD basis.

Calculated values
Max |F| ... 0.012 hartree/bohr
⟨S²⟩ ... 0.893
Energy above the lowest of the compared OMol25 structures with the same formula, charge and spin ... 20.25 kJ/mol
Kohn-Sham gap (spin up / spin down) ... 6.21 / 6.13 eV
DFT total energy ... -129676.3764 eV
M ... 1140.7 g mol⁻¹
LUMO (spin up / spin down) ... 2.17 / 2.17 eV

Geometry as ORCA input:
```
! wB97M-V def2-TZVPD RIJCOSX def2/J DEFGRID3
* xyz -1 2
W -0.12786 -0.24093 -0.15825
F 6.05429 2.35996 -3.52504
C 4.90845 2.27113 -2.84028
C 4.70431 1.24516 -1.94014
F 5.66087 0.33910 -1.74601
C 3.51361 1.16314 -1.23427
F 3.40612 0.18102 -0.34491
C 2.47854 2.07646 -1.40485
S 0.91817 2.04687 -0.59996
C 2.73532 3.11219 -2.30794
F 1.80022 4.04820 -2.53732
C 3.91339 3.21549 -3.01897
F 4.09713 4.22180 -3.88572
F 4.66045 -4.74264 0.60015
C 3.70894 -4.81850 -0.34092
F 2.59563 -5.27611 0.22437
F 4.10809 -5.68634 -1.27049
S 3.46612 -3.12759 -1.03157
O 2.93620 -2.36059 0.05277
O 4.73539 -2.77200 -1.59160
N 2.37261 -3.51697 -2.11964
S 1.51167 -2.47177 -2.87134
O 0.42783 -3.11710 -3.54980
O 1.20092 -1.23965 -2.16672
C 2.60796 -1.87114 -4.28027
F 1.98629 -2.05136 -5.45346
F 2.86802 -0.56549 -4.16195
F 3.76056 -2.52740 -4.31909
C 2.25581 2.22799 2.61575
C 2.38025 0.70368 2.52818
C 3.09492 0.21907 3.79346
P 0.76500 -0.15265 2.09980
C 0.70901 -1.60312 3.27617
C -0.70601 -2.17362 3.36994
C 1.68733 -2.74110 2.98748
C -0.52389 0.86754 2.89728
C -0.50376 1.31291 4.21362
C -1.55116 2.03695 4.76625
C -1.49802 2.53674 6.18489
C -2.64861 2.29415 3.94921
C -2.70175 1.84726 2.64053
C -1.63709 1.12199 2.09123
N -1.65699 0.62331 0.75918
C -2.95747 0.68842 0.13727
C -3.29028 1.75863 -0.69698
C -2.36693 2.93084 -0.85298
C -4.49701 1.73335 -1.38661
C -5.39602 0.68495 -1.24995
C -6.69516 0.67175 -2.01070
C -5.08118 -0.32549 -0.35227
C -3.88776 -0.33112 0.36208
C -3.63402 -1.40363 1.38155
H 3.25800 2.66610 2.61538
H 1.76657 2.52203 3.54584
H 1.69615 2.65591 1.78917
H 3.00599 0.45328 1.66814
H 2.52180 0.45785 4.69269
H 4.05032 0.74422 3.87728
H 3.30517 -0.84750 3.79982
H 0.94990 -1.15880 4.24730
H -1.04018 -2.52830 2.39610
H -1.42624 -1.44132 3.73562
H -0.70598 -3.02522 4.05615
H 1.27591 -3.40318 2.22708
H 1.83694 -3.32228 3.90222
H 2.65701 -2.41429 2.62112
H 0.35463 1.08239 4.83726
H -0.69114 2.05575 6.73886
H -2.43197 2.33801 6.71402
H -1.32565 3.61533 6.22263
H -3.49004 2.85279 4.34679
H -3.57926 2.05121 2.04087
H -1.92478 3.22299 0.10120
H -2.90457 3.78639 -1.26441
H -1.53355 2.69534 -1.51500
H -4.73566 2.56082 -2.04873
H -6.57095 1.08344 -3.01344
H -7.45897 1.26876 -1.50555
H -7.08337 -0.34261 -2.10848
H -5.78603 -1.13574 -0.19204
H -4.51403 -2.03732 1.49536
H -3.40020 -0.96649 2.35458
H -2.78735 -2.02533 1.09873
O -1.12517 -4.49848 -0.42338
C -0.90458 -3.34625 -0.28097
N -0.71584 -2.18463 -0.09449
O -1.33529 0.01396 -2.00788
N -0.95220 0.07017 -3.26672
C -0.16801 1.06922 -3.70891
C 0.21726 1.11029 -5.03060
C -0.21595 0.12746 -5.90588
C -1.04258 -0.87457 -5.42709
C -1.40056 -0.88453 -4.09746
H 0.11975 1.77744 -2.94423
H 0.86328 1.91481 -5.35268
H 0.10005 0.13191 -6.93987
H -1.39200 -1.67703 -6.05965
H -2.00501 -1.63772 -3.61781
*
```

Atom charges from the Mulliken analysis, given in e for atoms 1 to 4:
1 W 1.015
2 F -0.342
3 C 0.727
4 C -0.056

# 2
Below is C36H36F11N4O6PS3W as an isolated structure, with properties calculated with the ωB97M-V functional and the def2-TZVPD basis.

Calculated values
Max |F| ... 0.012 hartree/bohr
⟨S²⟩ ... 0.760
Energy above the lowest of the compared OMol25 structures with the same formula, charge and spin ... 69.17 kJ/mol
Kohn-Sham gap (spin up / spin down) ... 6.23 / 6.13 eV
DFT total energy ... -129675.8694 eV
M ... 1140.7 g mol⁻¹
LUMO (spin up / spin down) ... 2.16 / 2.15 eV

Geometry as ORCA input:
```
! wB97M-V def2-TZVPD RIJCOSX def2/J DEFGRID3
* xyz -1 2
W 0.84779 -0.20515 0.00174
F 5.58763 -4.61574 3.66667
C 4.48560 -4.09622 3.11076
C 4.32632 -4.09774 1.74060
F 5.28179 -4.61412 0.96295
C 3.18701 -3.54998 1.18397
F 3.08943 -3.56362 -0.14616
C 2.17224 -2.98982 1.94775
S 0.65427 -2.44034 1.24985
C 2.36732 -3.00815 3.32496
F 1.44400 -2.49025 4.15098
C 3.49879 -3.54714 3.90755
F 3.64906 -3.54268 5.24030
F 5.09960 0.99096 2.60847
C 5.01263 1.16508 1.28497
F 6.23685 1.36967 0.80541
F 4.27643 2.23750 1.05869
S 4.30408 -0.38366 0.56877
O 2.92973 -0.43542 1.06459
O 5.19268 -1.38215 1.07453
N 4.43804 -0.13164 -0.95971
S 3.46045 -0.57072 -2.10322
O 3.47020 0.36829 -3.17169
O 2.18540 -1.09938 -1.63376
C 4.26651 -2.11533 -2.79920
F 4.75646 -1.85453 -4.01140
F 5.26298 -2.52929 -2.02446
F 3.37554 -3.09443 -2.91520
C -2.24081 -1.30213 2.55743
C -1.21750 -0.31097 3.10153
C -1.80037 0.40485 4.32130
P -0.52043 0.75249 1.73283
C 0.09449 2.21154 2.69458
C 0.42706 3.40779 1.81007
C 1.31127 1.75815 3.50219
C -1.95165 1.36319 0.78678
C -3.09807 1.94762 1.30810
C -4.15400 2.36124 0.50256
C -5.40213 2.96563 1.08719
C -4.00833 2.18448 -0.87073
C -2.86520 1.62484 -1.41674
C -1.81128 1.19551 -0.59829
N -0.65560 0.60376 -1.12710
C -0.36542 0.92694 -2.49732
C -0.23103 -0.06748 -3.47700
C -0.47023 -1.52619 -3.20754
C 0.11106 0.30363 -4.77460
C 0.31958 1.62156 -5.14323
C 0.71337 1.99244 -6.54755
C 0.16771 2.59216 -4.16551
C -0.16752 2.27456 -2.85669
C -0.30270 3.40850 -1.87421
H -2.59641 -1.94053 3.37098
H -1.78845 -1.93599 1.80253
H -3.10495 -0.78973 2.12562
H -0.34353 -0.88427 3.42220
H -2.70971 0.95863 4.07959
H -1.10089 1.08734 4.80049
H -2.07590 -0.34890 5.06358
H -0.71349 2.51103 3.36846
H 1.15909 3.14339 1.05056
H 0.84801 4.20888 2.42351
H -0.46351 3.79613 1.31264
H 2.02467 1.24456 2.85221
H 1.04749 1.07125 4.30826
H 1.81753 2.62029 3.94310
H -3.17219 2.09715 2.38005
H -5.23319 3.29398 2.11351
H -6.22682 2.24821 1.10414
H -5.73408 3.83059 0.51021
H -4.80423 2.50412 -1.53664
H -2.77607 1.52051 -2.49163
H -1.54112 -1.74387 -3.16120
H -0.04590 -1.86314 -2.26917
H -0.03995 -2.12335 -4.01306
H 0.23445 -0.47942 -5.51628
H 0.91616 1.10297 -7.14432
H 1.61289 2.61047 -6.54938
H -0.07594 2.55979 -7.04686
H 0.34709 3.63435 -4.41347
H 0.46267 4.16068 -2.06889
H -0.19190 3.07215 -0.84964
H -1.28411 3.88388 -1.96253
O 3.04008 3.30182 -1.52806
C 2.45419 2.38905 -1.04680
N 1.86714 1.49537 -0.53413
O -1.52273 -2.27838 -0.49073
N -2.75605 -2.57627 -0.35048
C -3.73486 -1.73353 -0.76798
C -5.06333 -2.04218 -0.57791
C -5.42826 -3.23136 0.03439
C -4.41745 -4.08873 0.44175
C -3.09764 -3.75066 0.24412
H -3.37464 -0.82370 -1.21899
H -5.80270 -1.32796 -0.91402
H -6.46761 -3.48123 0.19367
H -4.63941 -5.02954 0.92647
H -2.24551 -4.34201 0.54340
*
```

Atom charges from the Mulliken analysis, given in e for atoms 1 to 4:
1 W 1.053
2 F -0.344
3 C 0.891
4 C 0.048

# 3
Below is a 6-piece molecular cluster, C36H36F5INO3 overall at a distorted geometry, with properties calculated with the ωB97M-V functional and the def2-TZVPD basis.

Calculated values
Max |F| ... 0.049 hartree/bohr
Kohn-Sham gap ... 4.81 eV
DFT total energy ... -67232.7423 eV
M ... 752.6 g mol⁻¹
LUMO ... 2.22 eV

Geometry as ORCA input:
```
! wB97M-V def2-TZVPD RIJCOSX def2/J DEFGRID3
* xyz -1 1
C 1.47111 0.50709 5.17903
N 0.38824 1.48299 5.01539
C 0.87789 2.81791 4.61732
C 0.44897 3.33789 3.23122
C 1.62004 3.32944 2.31568
O 2.45926 2.15302 2.47876
O 3.58399 2.24285 1.58399
C -0.70012 2.49627 2.64477
C -0.28178 1.19694 1.97280
O -0.16632 0.11892 2.46320
I 0.15938 1.24449 -0.24013
H 2.08135 0.77588 6.03994
H 1.01659 -0.46549 5.30731
H 2.03905 0.49855 4.26156
H -0.08808 1.58980 5.89465
H 0.46977 3.51326 5.35231
H 1.95442 2.89657 4.71718
H 1.31550 3.45512 1.28073
H 2.24328 4.18950 2.55836
H 3.18830 2.29799 0.70369
H -1.17405 3.10646 1.88284
H -1.45140 2.25440 3.37953
F -1.28540 4.52704 -1.34632
C -2.45381 4.03746 -1.78483
C -3.62832 4.58947 -1.31316
C -4.83748 4.08846 -1.77318
C -4.85862 3.04455 -2.68710
C -3.66534 2.50173 -3.14551
C -2.45171 2.99988 -2.69671
H -3.58943 5.39757 -0.59503
H -5.76537 4.51453 -1.41562
H -5.80399 2.65372 -3.04028
H -3.67881 1.68405 -3.85400
H -1.51742 2.59299 -3.04460
F -1.56603 -5.52364 -2.50421
C -1.26676 -4.48105 -1.67975
C -0.48261 -4.71774 -0.57154
C -0.17356 -3.65555 0.26811
C -0.65491 -2.38361 -0.00589
C -1.44590 -2.17089 -1.12535
C -1.75425 -3.22426 -1.97584
H -0.12135 -5.71846 -0.37239
H 0.44659 -3.82130 1.13833
H -0.41295 -1.55953 0.65225
H -1.82191 -1.17879 -1.33659
H -2.36321 -3.07340 -2.85798
F 4.37419 2.18010 7.07660
C 5.28554 1.93954 6.11154
C 6.56887 1.58897 6.48229
C 7.50657 1.33748 5.49097
C 7.15301 1.44706 4.15315
C 5.85697 1.80545 3.80366
C 4.91252 2.04976 4.78747
H 6.82418 1.51553 7.53145
H 8.51475 1.05525 5.76503
H 7.88762 1.25294 3.38254
H 5.57271 1.89639 2.76355
H 3.89788 2.31985 4.52736
F 0.52559 1.77468 -3.58154
C 1.48213 0.88327 -3.90222
C 2.79632 1.29914 -3.94660
C 3.77803 0.37452 -4.26872
C 3.43423 -0.94138 -4.54616
C 2.10461 -1.33612 -4.49671
C 1.11724 -0.42021 -4.16834
H 3.04055 2.33011 -3.72892
H 4.81433 0.68219 -4.30014
H 4.20335 -1.65945 -4.79747
H 1.83400 -2.36091 -4.71168
H 0.07618 -0.70933 -4.11213
F -4.60464 -3.88470 -5.64412
C -5.21465 -4.71495 -4.77311
C -6.55810 -4.98542 -4.93695
C -7.18088 -5.84190 -4.04116
C -6.45973 -6.40515 -2.99755
C -5.11009 -6.11504 -2.85101
C -4.47728 -5.26730 -3.74628
H -7.10287 -4.52969 -5.75308
H -8.23190 -6.06873 -4.15838
H -6.95012 -7.06919 -2.29845
H -4.54521 -6.54788 -2.03666
H -3.42874 -5.03792 -3.65114
*
```

Atom charges from the Mulliken analysis, given in e for atoms 1 to 4:
1 C -0.835
2 N -0.237
3 C -0.389
4 C -0.608